(1)
{
  "formula": "C2H2N2O2",
  "method": "ωB97M-V/def2-TZVPD",
  "homo_lumo_gap_ev": 10.38,
  "de_lowest_kcal_mol": 32.7,
  "total_charge": 0,
  "homo_energy_ev": -10.00,
  "smiles": "Oc1nnco1",
  "lumo_energy_ev": 0.4,
  "largest_force_ev_per_a": 0.96,
  "symbols": ["O", "C", "N", "N", "C", "O", "H", "H"],
  "positions_angstrom": [[1.8093, -0.3741, 0.7625], [0.7242, -0.0475, 0.0836], [0.7093, 0.4612, -1.0915], [-0.6462, 0.5636, -1.4046], [-1.2914, 0.1609, -0.3715], [-0.4772, -0.2640, 0.6529], [1.5502, -0.6689, 1.6336], [-2.3782, 0.1688, -0.2650]],
  "forces_ev_per_a": [[0.2, 0.1, -0.1], [0.7, 0.1, 0.0], [-0.1, -0.4, 0.0], [-0.4, 0.1, 0.6], [-0.7, 0.3, -0.6], [-0.3, 0.2, -0.7], [0.0, -0.2, 0.5], [0.6, -0.2, 0.2]]
}

(2)
{
  "formula": "C2H2N2O2",
  "method": "ωB97M-V/def2-TZVPD",
  "homo_lumo_gap_ev": 11.10,
  "de_lowest_kcal_mol": 8.5,
  "total_charge": 0,
  "homo_energy_ev": -10.51,
  "smiles": "N=C=N.O=C=O",
  "lumo_energy_ev": 0.6,
  "largest_force_ev_per_a": 0.93,
  "symbols": ["N", "C", "N", "H", "H", "O", "C", "O"],
  "positions_angstrom": [[-0.1914, 1.0980, -0.3252], [-0.9260, 0.1798, 0.0029], [-1.6085, -0.8113, 0.2438], [-0.3783, 2.0222, 0.0291], [-2.5128, -0.5664, -0.1474], [2.6439, 0.2250, -0.0450], [1.8634, -0.6326, 0.0616], [1.1096, -1.5146, 0.1802]],
  "forces_ev_per_a": [[-0.3, -0.3, -0.3], [-0.1, 0.3, -0.1], [0.0, 0.8, 0.2], [0.3, 0.1, 0.4], [-0.5, -0.7, -0.2], [-0.4, -0.6, 0.1], [0.3, -0.1, 0.0], [0.8, 0.5, -0.1]]
}

(3)
{
  "formula": "C2H2N2O2S",
  "method": "ωB97M-V/def2-TZVPD",
  "homo_lumo_gap_ev": 8.02,
  "de_lowest_kcal_mol": 121.2,
  "total_charge": 0,
  "homo_energy_ev": -9.69,
  "lumo_energy_ev": -1.7,
  "largest_force_ev_per_a": 5.13,
  "symbols": ["C", "C", "N", "N", "O", "O", "S", "H", "H"],
  "positions_angstrom": [[1.1414, -0.4400, -0.2219], [-0.1133, -0.9610, -0.5178], [1.4232, 0.7968, 0.1350], [-1.3227, -0.5617, -0.3882], [0.4929, 1.6138, 0.4945], [-2.2629, 1.8259, 1.1995], [-1.3173, 0.6800, 0.8002], [1.9033, -1.0477, -0.5231], [0.0555, -1.9061, -0.9781]],
  "forces_ev_per_a": [[-0.7, 3.1, 1.8], [-0.4, -0.7, -0.4], [0.0, -0.2, -0.7], [-1.5, 2.2, -0.4], [-0.9, -1.1, -0.4], [2.1, -3.3, -3.4], [-0.3, 2.0, 4.5], [2.4, -1.1, -0.4], [-0.7, -0.9, -0.7]]
}

(4)
{
  "formula": "C2H2N2O2S",
  "method": "ωB97M-V/def2-TZVPD",
  "homo_lumo_gap_ev": 8.07,
  "de_lowest_kcal_mol": 131.8,
  "total_charge": 0,
  "homo_energy_ev": -7.97,
  "lumo_energy_ev": 0.1,
  "largest_force_ev_per_a": 6.18,
  "symbols": ["C", "C", "N", "N", "O", "O", "S", "H", "H"],
  "positions_angstrom": [[0.9957, 1.7391, -0.5519], [-0.2835, -2.2645, 1.3315], [0.5186, 1.9690, -1.6375], [-1.6830, -0.5680, 0.3107], [0.3559, -3.0405, 1.9346], [-0.7614, -1.4786, 0.5872], [1.2041, 1.0843, 0.8175], [0.8295, 2.4592, -2.4439], [-1.1759, 0.0999, -0.3482]],
  "forces_ev_per_a": [[-1.4, -0.3, -2.3], [0.3, 0.9, -0.5], [0.4, 0.2, 0.7], [-3.3, 4.1, -1.6], [-0.9, 0.4, -0.5], [4.3, -4.2, 1.6], [0.9, -0.2, 1.9], [0.2, 0.3, -0.3], [-0.5, -1.4, 1.0]]
}

(5)
{
  "formula": "C2H2N2O2S",
  "method": "ωB97M-V/def2-TZVPD",
  "homo_lumo_gap_ev": 9.84,
  "de_lowest_kcal_mol": 28.9,
  "total_charge": 0,
  "homo_energy_ev": -9.92,
  "smiles": "N#CSO.N=C=O",
  "lumo_energy_ev": -0.1,
  "largest_force_ev_per_a": 3.92,
  "symbols": ["N", "C", "S", "O", "H", "N", "C", "O", "H"],
  "positions_angstrom": [[3.1776, -0.6398, -0.9736], [2.4350, 0.0287, -0.4359], [1.4504, 1.0291, 0.4165], [1.0134, -0.0869, 1.5650], [0.2416, -0.5651, 1.2687], [-2.2415, 0.7074, -0.6269], [-1.8629, -0.3297, -0.2430], [-1.5211, -1.2169, 0.3866], [-2.6925, 1.0732, -1.3573]],
  "forces_ev_per_a": [[1.5, -1.5, -1.3], [-0.2, 0.7, 0.1], [-1.2, 0.2, 1.1], [0.5, 0.9, 0.4], [-0.6, -0.4, -0.3], [1.0, 1.0, 1.5], [-0.7, 0.6, 0.2], [1.5, -3.0, 1.4], [-1.8, 1.5, -3.2]]
}

(6)
{
  "formula": "C2H2N2O3",
  "method": "ωB97M-V/def2-TZVPD",
  "homo_lumo_gap_ev": [8.77, 8.77],
  "de_lowest_kcal_mol": 151.7,
  "total_charge": 0,
  "homo_energy_ev": [-10.95, -10.96],
  "lumo_energy_ev": [-2.2, -2.2],
  "largest_force_ev_per_a": 5.96,
  "symbols": ["C", "C", "N", "N", "O", "O", "O", "H", "H"],
  "positions_angstrom": [[1.0419, -1.1061, 0.2616], [0.1232, -0.0165, 0.2653], [1.5854, -2.1288, 0.3215], [-0.0427, 0.6788, -0.9698], [0.4128, 0.1265, -1.9394], [-0.6809, 1.7284, -0.9816], [-0.0899, 0.6630, 1.3692], [-1.3934, -0.9647, 0.1853], [-0.9564, 1.0195, 1.4878]],
  "forces_ev_per_a": [[0.9, -1.8, 0.3], [-5.2, -2.7, 1.1], [-0.4, 1.5, -0.1], [-0.7, 1.6, -2.0], [0.3, -0.1, -0.4], [0.6, -0.9, 0.5], [2.3, 0.3, 1.3], [3.1, 1.6, -0.3], [-0.9, 0.4, -0.4]]
}

(7)
{
  "formula": "C2H2N2O4",
  "method": "ωB97M-V/def2-TZVPD",
  "homo_lumo_gap_ev": 9.10,
  "de_lowest_kcal_mol": 138.8,
  "total_charge": 0,
  "homo_energy_ev": -9.95,
  "smiles": "O=C[C@@H](N=O)[N+](=O)[O-]",
  "lumo_energy_ev": -0.8,
  "largest_force_ev_per_a": 5.58,
  "symbols": ["O", "C", "C", "N", "O", "N", "O", "O", "H", "H"],
  "positions_angstrom": [[0.6348, -1.6993, 0.9601], [0.0916, -0.8290, 0.5063], [0.9031, 0.5844, -0.0765], [0.4990, 1.5171, 0.9486], [-0.6538, 1.7023, 1.0975], [2.2536, 0.2527, -0.0036], [2.7351, -0.1956, -1.0554], [2.7726, 0.4139, 1.0335], [-0.9077, -0.5968, 0.2995], [0.5321, 0.4198, -1.0408]],
  "forces_ev_per_a": [[2.3, -4.5, 2.2], [0.2, 5.1, -2.2], [-2.8, -2.3, 1.7], [2.2, 0.5, 0.1], [-2.0, 0.1, -0.5], [0.7, -0.1, -3.2], [0.1, 0.1, 1.0], [2.1, -0.1, 2.4], [-2.2, 0.0, 0.0], [-0.6, 1.1, -1.7]]
}

(8)
{
  "formula": "C2H2N2O4",
  "method": "ωB97M-V/def2-TZVPD",
  "homo_lumo_gap_ev": 9.37,
  "de_lowest_kcal_mol": 82.7,
  "total_charge": 0,
  "homo_energy_ev": -9.89,
  "smiles": "O=c1c(O)non1O",
  "lumo_energy_ev": -0.5,
  "largest_force_ev_per_a": 2.58,
  "symbols": ["O", "C", "C", "O", "N", "O", "N", "O", "H", "H"],
  "positions_angstrom": [[1.9605, -0.3814, 0.2290], [0.7838, -0.1399, 0.0331], [0.0149, 1.0709, -0.1321], [0.6461, 2.2330, 0.0425], [-1.2296, 0.8948, -0.3895], [-1.4469, -0.4393, -0.4138], [-0.2422, -1.0936, -0.3259], [-0.4409, -1.9578, 0.7842], [0.0549, 3.0218, 0.0623], [-0.2947, -2.8529, 0.4035]],
  "forces_ev_per_a": [[-2.2, 0.4, 0.0], [1.1, -1.1, -0.9], [0.1, 2.0, 0.2], [-0.5, 1.0, 0.0], [0.9, 0.8, 0.3], [-1.2, 0.0, -0.7], [0.9, -1.6, 1.8], [0.7, -1.1, -1.0], [0.3, -1.0, -0.1], [-0.2, 0.7, 0.4]]
}

(9)
{
  "formula": "C2H2N2OS",
  "method": "ωB97M-V/def2-TZVPD",
  "homo_lumo_gap_ev": [6.24, 6.23],
  "de_lowest_kcal_mol": 111.9,
  "total_charge": 0,
  "homo_energy_ev": [-9.07, -9.06],
  "lumo_energy_ev": [-2.8, -2.8],
  "largest_force_ev_per_a": 4.27,
  "symbols": ["C", "C", "N", "N", "O", "S", "H", "H"],
  "positions_angstrom": [[-1.2338, -0.0335, 0.1590], [0.2477, -0.2708, 0.0423], [-1.6126, 1.1155, 0.3097], [0.5975, -1.2939, -0.6202], [1.1395, 0.7307, 0.2615], [0.8261, 2.3286, 0.7052], [-1.5847, -1.0948, 0.0294], [1.6202, -1.4818, -0.8868]],
  "forces_ev_per_a": [[1.3, -0.4, 0.5], [3.5, -0.3, -2.5], [-0.2, 1.0, 0.5], [0.7, -0.9, 0.5], [-0.2, 0.6, 0.9], [-2.2, -2.4, -0.7], [-0.9, 1.3, 0.0], [-2.0, 1.1, 0.8]]
}

(10)
{
  "formula": "C2H2N2OS",
  "method": "ωB97M-V/def2-TZVPD",
  "homo_lumo_gap_ev": 8.78,
  "de_lowest_kcal_mol": 47.1,
  "total_charge": 0,
  "homo_energy_ev": -9.85,
  "smiles": "O=C1CSN=N1",
  "lumo_energy_ev": -1.1,
  "largest_force_ev_per_a": 5.16,
  "symbols": ["O", "C", "C", "S", "N", "N", "H", "H"],
  "positions_angstrom": [[0.2690, -2.0525, 0.0670], [-0.2041, -0.9916, 0.1307], [0.8087, 0.3686, 0.0501], [-0.4439, 1.7062, 0.1269], [-1.7027, 0.6533, 0.0276], [-1.4944, -0.5927, 0.0817], [1.7278, 0.5774, 0.5213], [1.0396, 0.3313, -1.0054]],
  "forces_ev_per_a": [[0.3, -2.5, 0.0], [3.8, 3.5, 0.3], [-3.2, 0.0, -1.3], [1.5, -0.5, 0.0], [-0.7, -1.1, 0.5], [-2.5, 1.1, -0.4], [0.7, -0.3, 1.3], [0.2, -0.1, -0.5]]
}

(11)
{
  "formula": "C2H2N2OS",
  "method": "ωB97M-V/def2-TZVPD",
  "homo_lumo_gap_ev": 9.25,
  "de_lowest_kcal_mol": 49.0,
  "total_charge": 0,
  "homo_energy_ev": -8.65,
  "smiles": "C#[N+][S-].N=C=O",
  "lumo_energy_ev": 0.6,
  "largest_force_ev_per_a": 7.74,
  "symbols": ["C", "N", "S", "H", "N", "C", "O", "H"],
  "positions_angstrom": [[-2.2125, -1.2077, 2.0264], [-1.2151, -0.6592, 1.6789], [0.1736, -0.1916, 1.4019], [-3.2233, -1.5372, 2.1250], [1.1400, 1.4725, -1.7870], [1.6910, 0.4329, -1.9104], [2.0879, -0.6765, -1.9705], [1.5583, 2.3669, -1.5642]],
  "forces_ev_per_a": [[2.0, 1.6, -1.1], [-6.5, -3.6, 2.2], [4.4, 1.9, -1.1], [0.1, 0.1, 0.0], [-0.7, 2.5, 0.0], [1.2, -3.5, 0.3], [-0.3, 1.4, -0.3], [-0.2, -0.3, -0.1]]
}

(12)
{
  "formula": "C2H2N2OS",
  "method": "ωB97M-V/def2-TZVPD",
  "homo_lumo_gap_ev": 9.51,
  "de_lowest_kcal_mol": 19.5,
  "total_charge": 0,
  "homo_energy_ev": -9.46,
  "smiles": "N#CC(=O)NS",
  "lumo_energy_ev": 0.1,
  "largest_force_ev_per_a": 2.77,
  "symbols": ["N", "C", "C", "O", "N", "S", "H", "H"],
  "positions_angstrom": [[-2.8487, -0.5658, -0.0070], [-1.7828, -0.1139, -0.0179], [-0.4140, 0.3748, 0.0086], [-0.1895, 1.5845, -0.0078], [0.5596, -0.6100, 0.0026], [2.2175, -0.2376, -0.0117], [0.3300, -1.5669, 0.0156], [2.1279, 1.1350, 0.0175]],
  "forces_ev_per_a": [[1.2, 0.6, -0.1], [-1.4, -1.1, 0.2], [1.5, 1.0, -0.3], [0.0, -1.7, 0.1], [-1.2, 2.5, 0.1], [0.8, 0.6, 0.0], [-0.4, -1.1, 0.0], [-0.4, -0.9, 0.0]]
}

(13)
{
  "formula": "C2H2N2OS",
  "method": "ωB97M-V/def2-TZVPD",
  "homo_lumo_gap_ev": 8.92,
  "de_lowest_kcal_mol": 46.2,
  "total_charge": 0,
  "homo_energy_ev": -9.09,
  "smiles": "C#[N+][S-].N=C=O",
  "lumo_energy_ev": -0.2,
  "largest_force_ev_per_a": 2.43,
  "symbols": ["C", "N", "S", "H", "N", "C", "O", "H"],
  "positions_angstrom": [[0.5048, 1.1517, 0.1058], [1.5114, 0.5865, -0.0500], [2.8273, -0.2831, -0.3167], [-0.1261, 2.0179, 0.2826], [-0.9309, -1.5188, 0.1051], [-1.4358, -0.4718, -0.2306], [-2.2404, 0.3906, -0.4257], [-0.1103, -1.8730, 0.5295]],
  "forces_ev_per_a": [[1.0, 0.8, 0.1], [-0.8, 0.4, 0.0], [-0.1, -0.1, 0.1], [0.2, -0.7, -0.1], [-0.9, 1.1, -1.0], [-2.1, -0.4, 1.2], [2.0, -1.2, -0.3], [0.7, 0.1, 0.0]]
}

(14)
{
  "formula": "C2H2N3O",
  "method": "ωB97M-V/def2-TZVPD",
  "homo_lumo_gap_ev": [6.62, 6.61],
  "de_lowest_kcal_mol": 98.1,
  "total_charge": 1,
  "homo_energy_ev": [-15.67, -15.67],
  "smiles": "[H]/N=C/N=[N+]=C=O",
  "lumo_energy_ev": [-9.1, -9.1],
  "largest_force_ev_per_a": 4.69,
  "symbols": ["H", "N", "C", "N", "N", "C", "O", "H"],
  "positions_angstrom": [[0.3074, 1.1401, 0.8410], [0.7356, 0.5764, 0.1347], [0.3427, -0.5207, -0.2535], [0.8395, -1.5924, -0.8275], [1.2451, -1.5537, -2.0408], [1.3443, -0.7895, -3.0259], [1.6894, -0.4310, -4.0508], [-0.7143, -0.5229, -0.1919]],
  "forces_ev_per_a": [[-1.2, 0.6, -0.4], [4.0, 0.2, 0.6], [-2.4, 3.2, 1.1], [2.2, -1.8, -3.7], [-1.2, -1.7, 3.4], [1.4, 1.1, -2.0], [-0.8, 0.1, 0.7], [-2.0, -1.8, 0.3]]
}

(15)
{
  "formula": "C2H2N3O2",
  "method": "ωB97M-V/def2-TZVPD",
  "homo_lumo_gap_ev": 7.85,
  "de_lowest_kcal_mol": 40.6,
  "total_charge": -1,
  "homo_energy_ev": -4.53,
  "smiles": "[H]/N=N\\C=N\\C(=O)[O-]",
  "lumo_energy_ev": 3.3,
  "largest_force_ev_per_a": 3.08,
  "symbols": ["H", "N", "N", "C", "N", "C", "O", "O", "H"],
  "positions_angstrom": [[-2.6390, -0.6950, 0.4509], [-2.4525, 0.1382, 0.9884], [-1.3581, 0.6613, 0.8464], [-0.3534, 0.1901, 0.0762], [0.7502, 0.7773, 0.0184], [1.8835, 0.0708, -0.5712], [2.9326, 0.4402, -0.0675], [1.6135, -0.8024, -1.3688], [-0.3767, -0.7805, -0.3728]],
  "forces_ev_per_a": [[0.5, -1.3, -1.1], [-1.0, 0.7, 0.9], [-1.0, 2.4, 1.6], [2.1, -1.8, -1.1], [-0.8, 2.1, 0.9], [-0.1, 0.3, 0.9], [1.4, 0.3, 0.3], [-0.3, -1.7, -1.9], [-0.8, -1.2, -0.5]]
}

(16)
{
  "formula": "C2H2N3P",
  "method": "ωB97M-V/def2-TZVPD",
  "homo_lumo_gap_ev": [7.21, 6.05],
  "de_lowest_kcal_mol": 134.2,
  "total_charge": 0,
  "homo_energy_ev": [-10.57, -9.98],
  "lumo_energy_ev": [-3.4, -3.9],
  "largest_force_ev_per_a": 3.48,
  "symbols": ["C", "C", "N", "N", "N", "P", "H", "H"],
  "positions_angstrom": [[0.2895, 1.6962, -0.7819], [1.2373, -1.4095, -0.5283], [0.5360, 2.4320, -1.6621], [1.4859, -2.5122, -0.3693], [-0.0036, 0.8120, 0.0615], [-1.1913, 0.1987, 0.8812], [-0.6126, -0.2685, 2.1670], [-1.7412, -0.9488, 0.2319]],
  "forces_ev_per_a": [[0.5, 1.7, -3.0], [-0.5, 2.5, -0.2], [0.0, -0.4, 1.0], [0.4, -2.0, 0.3], [0.4, -1.6, 1.4], [-0.4, -0.6, 1.7], [-0.6, 0.2, -1.4], [0.3, 0.3, 0.3]]
}

(17)
{
  "formula": "C2H2N3S2",
  "method": "ωB97M-V/def2-TZVPD",
  "homo_lumo_gap_ev": 7.48,
  "de_lowest_kcal_mol": 3.8,
  "total_charge": 1,
  "homo_energy_ev": -13.95,
  "lumo_energy_ev": -6.5,
  "largest_force_ev_per_a": 1.80,
  "symbols": ["C", "C", "N", "N", "N", "S", "S", "H", "H"],
  "positions_angstrom": [[2.5387, -1.2779, 0.4265], [-2.7512, 1.5903, -1.4188], [-0.0209, 1.1412, 1.6143], [1.3127, -1.5132, 0.4728], [-2.2255, 1.1021, -0.5311], [3.8942, -0.5727, 0.2145], [-0.5693, -0.0057, 1.0181], [-3.1976, 2.0048, -2.2684], [1.0190, -2.4689, 0.4721]],
  "forces_ev_per_a": [[-1.0, 1.4, -0.6], [0.6, -0.5, 0.7], [0.5, 0.9, 0.6], [1.1, 0.0, 0.3], [-0.2, 0.0, -0.2], [-0.2, -0.7, 0.3], [0.0, -0.8, -0.5], [-0.5, 0.5, -0.8], [-0.3, -0.8, 0.0]]
}

(18)
{
  "formula": "C2H2N4",
  "method": "ωB97M-V/def2-TZVPD",
  "homo_lumo_gap_ev": [8.42, 8.41],
  "de_lowest_kcal_mol": 125.9,
  "total_charge": 0,
  "homo_energy_ev": [-9.57, -9.57],
  "lumo_energy_ev": [-1.2, -1.2],
  "largest_force_ev_per_a": 0.30,
  "symbols": ["C", "N", "N", "N", "C", "N", "H", "H"],
  "positions_angstrom": [[1.1885, -0.3271, -0.0651], [0.3163, -1.1473, 0.6346], [-0.8504, -0.6296, 1.0299], [-1.3398, 0.2044, 0.1759], [-0.5405, 0.8024, -0.7202], [0.7909, 0.8314, -0.5906], [1.4646, -1.1190, 1.0321], [-1.0295, 1.3848, -1.4965]],
  "forces_ev_per_a": [[-0.2, 0.2, -0.2], [0.0, 0.1, 0.0], [0.0, 0.1, -0.2], [0.1, -0.1, 0.1], [0.1, 0.0, 0.0], [-0.1, -0.1, 0.0], [0.0, -0.1, 0.2], [0.1, -0.1, 0.1]]
}

(19)
{
  "formula": "C2H2N4",
  "method": "ωB97M-V/def2-TZVPD",
  "homo_lumo_gap_ev": 9.16,
  "de_lowest_kcal_mol": 74.1,
  "total_charge": 0,
  "homo_energy_ev": -10.08,
  "smiles": "c1ncnnn1",
  "lumo_energy_ev": -0.9,
  "largest_force_ev_per_a": 4.73,
  "symbols": ["C", "N", "C", "N", "N", "N", "H", "H"],
  "positions_angstrom": [[0.2836, 1.0777, 0.5935], [-0.0578, 0.7745, -0.9133], [-0.2171, -0.5113, -1.0551], [-0.2253, -1.5383, -0.0918], [-0.3181, -1.1419, 1.1111], [0.1131, 0.1194, 1.4215], [0.9871, 1.8725, 1.0075], [-0.5655, -0.6526, -2.0733]],
  "forces_ev_per_a": [[1.0, -2.2, -3.3], [1.0, 0.8, 4.5], [-0.2, 1.8, 0.0], [-0.9, 1.1, -0.5], [0.8, -0.2, -0.4], [-0.5, 0.4, 1.1], [-1.6, -0.4, -1.3], [0.4, -1.4, 0.0]]
}

(20)
{
  "formula": "C2H2N4O",
  "method": "ωB97M-V/def2-TZVPD",
  "homo_lumo_gap_ev": 9.17,
  "de_lowest_kcal_mol": 32.0,
  "total_charge": 0,
  "homo_energy_ev": -10.24,
  "smiles": "[H]/N=c1/nnnco1",
  "lumo_energy_ev": -1.1,
  "largest_force_ev_per_a": 3.70,
  "symbols": ["H", "N", "C", "N", "N", "N", "C", "O", "H"],
  "positions_angstrom": [[-2.5777, 0.8985, -0.2639], [-2.2087, -0.0273, -0.1611], [-0.9866, -0.1069, 0.0019], [-0.2382, -1.2206, 0.0897], [1.0031, -1.2386, 0.0554], [1.7778, 0.0035, -0.1555], [1.0667, 1.0548, -0.1000], [-0.2285, 1.1018, 0.2811], [1.5872, 1.9801, -0.1953]],
  "forces_ev_per_a": [[0.0, 0.6, 0.2], [-0.4, -1.3, -0.4], [0.5, 3.6, 0.6], [1.1, -2.3, 0.0], [0.5, 0.9, 0.1], [-1.4, -1.3, -0.6], [-0.1, -0.8, 1.3], [-0.1, -0.2, -1.1], [-0.2, 0.9, -0.1]]
}